[1]
Computed, not measured: a 2-piece molecular cluster, C4H12SSi overall, with the ωB97M-V functional and the def2-TZVPD basis.

The geometry in XYZ format:
```
18
Properties=species:S:1:pos:R:3:forces:R:3:lowdin_charge:R:1
C 2.30364 -0.18615 -1.13162 -0.2 0.2 0.5 -0.253
C 0.45349 -0.79568 1.35627 0.5 0.3 -0.2 -0.246
C -2.33357 1.18748 -0.09298 0.0 0.1 -0.1 -0.114
C -3.16426 0.22677 0.25839 -0.1 -0.2 0.0 -0.080
Si 1.74100 0.36783 0.59403 -0.6 -0.2 -0.6 0.277
S 0.92869 2.37535 0.44464 0.3 0.1 0.5 0.407
H 1.46198 -0.34857 -1.80079 -0.2 0.0 0.0 0.023
H 2.95690 0.55316 -1.59088 0.0 0.1 0.1 0.022
H 2.85368 -1.11935 -1.06416 0.1 -0.2 0.0 0.019
H 0.81691 -1.81965 1.37486 0.1 -0.2 0.0 0.021
H 0.23634 -0.50363 2.38089 0.0 0.1 0.1 0.024
H -0.48696 -0.77804 0.81240 0.0 0.1 -0.1 -0.004
H -2.27199 2.11329 0.45475 0.0 0.1 0.1 0.039
H -1.68528 1.09956 -0.95170 0.1 -0.1 -0.1 0.037
H -3.23466 -0.70188 -0.28627 0.0 -0.1 -0.1 0.047
H -3.81314 0.32482 1.11264 -0.1 0.0 0.2 0.045
H 2.89613 0.54419 1.48346 0.1 -0.1 0.2 -0.044
H 0.60282 2.31646 -0.83608 -0.1 -0.1 -0.5 -0.222
```
Positions in Å, forces in eV/Å.

As for the energy above the lowest of the compared OMol25 structures with the same formula, charge and spin: 76.4 kJ/mol. The frontier orbital gap is 10.06 eV. The value obtained for the total energy is -847.2806 a.u. Its SMILES is C[SiH](C)S.C=C.



[2]
Computed, not measured: an isolated ion of composition C9H8NO2S and charge -1, with the ωB97M-V functional and the def2-TZVPD basis.

The geometry in XYZ format:
```
21
Properties=species:S:1:pos:R:3:forces:R:3:lowdin_charge:R:1
C 2.48767 1.61045 0.73648 1.2 0.6 -0.3 -0.149
C 1.79110 0.47886 1.02569 -0.2 -0.8 1.5 -0.107
C 1.97667 2.60390 -0.14663 0.2 0.1 0.5 -0.212
C 0.41594 0.37898 0.64585 -1.0 -0.2 -0.2 -0.310
C -0.01302 1.55734 -0.06455 -1.4 -2.4 -0.6 -0.025
C -0.31912 -0.72741 0.99881 0.4 -0.7 0.4 -0.084
C -1.74962 -1.12727 0.56014 3.8 1.7 -0.1 -0.364
C -1.93548 -0.88118 -1.01589 0.8 -1.0 0.5 -0.211
C -2.21995 0.58650 -1.06972 1.4 -1.6 4.6 -0.256
N 0.70746 2.42475 -0.61191 0.3 1.2 0.1 0.030
O -4.60686 0.89208 0.13012 0.5 0.4 0.2 -0.545
O -2.75840 -0.32854 1.21510 0.0 0.3 -0.5 -0.363
S -3.15614 1.07176 0.42266 -0.5 -0.8 -1.7 0.873
H 3.52974 1.70763 1.08985 -0.6 0.1 -0.1 0.089
H 2.08071 -0.37333 1.73709 0.3 1.4 -1.3 0.116
H 2.50195 3.56596 -0.32928 -0.4 -1.0 -0.2 0.077
H 0.39599 -1.39764 1.59655 -1.9 0.2 -0.7 0.088
H -1.83977 -2.10875 0.97642 -0.7 -0.8 -0.4 0.111
H -1.05457 -1.25239 -1.74384 -1.8 0.9 2.0 0.154
H -2.79395 -1.54258 -1.14847 -0.4 0.2 -0.9 0.085
H -2.08024 1.16824 -1.87574 0.0 2.1 -2.6 0.002
```
Positions in Å, forces in eV/Å.

As for the energy above the lowest of the compared OMol25 structures with the same formula, charge and spin: 608.0 kJ/mol. The frontier orbital gap (spin up / spin down) is 6.16 / 6.12 eV. The value obtained for the total energy is -951.0004 a.u. The total charge is -1.



[3]
Computed, not measured: a 2-piece molecular cluster, C2H2P2 overall, with the ωB97M-V functional and the def2-TZVPD basis.

The geometry in XYZ format:
```
6
Properties=species:S:1:pos:R:3:forces:R:3:lowdin_charge:R:1
C -0.34111 -0.39705 1.41616 -2.9 2.5 1.0 -0.055
C 0.36825 -1.09293 0.79250 2.8 -3.0 -2.2 -0.085
P 0.92934 1.15693 -1.89616 -1.1 0.4 -0.2 0.036
P -0.81718 1.83567 -2.19307 1.1 -0.4 0.1 0.026
H -1.14887 0.29649 1.65745 0.9 -0.6 0.3 0.035
H 1.00957 -1.79911 0.22312 -0.8 1.1 0.9 0.042
```
Positions in Å, forces in eV/Å.

As for the energy above the lowest of the compared OMol25 structures with the same formula, charge and spin: 76.3 kJ/mol. The frontier orbital gap is 9.25 eV. The value obtained for the total energy is -759.9923 a.u.



[4]
Computed, not measured: the molecule C4H6O2, with the ωB97M-V functional and the def2-TZVPD basis.

The geometry in XYZ format:
```
12
Properties=species:S:1:pos:R:3:forces:R:3:lowdin_charge:R:1
O -0.48637 0.87668 -1.69297 0.1 -0.2 0.0 0.013
C 0.07913 1.52862 -0.65239 0.1 0.1 0.2 -0.188
C 0.41585 -0.50008 0.75074 0.1 0.1 0.2 -0.272
C -0.67909 -1.39919 0.35440 -0.3 -0.1 0.1 -0.108
O 0.54822 -1.39899 -0.37182 0.1 -0.1 -0.1 -0.064
C 0.52530 0.95094 0.46720 -0.1 0.0 -0.2 -0.051
H -0.19645 -0.05292 -1.62988 -0.1 0.1 -0.1 0.086
H 0.14002 2.60225 -0.81462 0.0 -0.2 0.0 0.118
H 0.94833 -0.81758 1.64705 0.1 0.0 -0.3 0.137
H -0.83614 -2.29864 0.94801 -0.1 0.1 -0.1 0.113
H -1.55092 -1.04021 -0.19043 0.2 0.1 0.1 0.118
H 1.08562 1.55115 1.17594 -0.3 0.0 0.0 0.099
```
Positions in Å, forces in eV/Å.

As for the energy above the lowest of the compared OMol25 structures with the same formula, charge and spin: 215.3 kJ/mol. The frontier orbital gap is 9.92 eV. The value obtained for the total energy is -306.4243 a.u. Its SMILES is O/C=C\[C@H]1CO1.